1.
Here is a molecular structure, C26H21I3MnO2Sb at a distorted geometry from the OMol25 dataset. Energies are from ωB97M-V with the def2-TZVPD basis set.

Geometry as ORCA input:
```
! RIJCOSX wB97M-V def2-TZVPD def2/J DEFGRID3
* xyz 2 1
Mn -1.60 1.77 1.19
I -3.48 3.50 0.14
C -4.20 3.89 2.08
I -2.81 3.03 3.40
H -5.17 3.44 2.21
H -4.20 4.96 2.23
I 6.24 4.72 -0.41
C 4.36 4.00 -0.01
C 4.01 3.66 1.30
C 2.75 3.18 1.57
C 1.83 3.04 0.52
C 2.18 3.37 -0.79
C 3.45 3.85 -1.06
C 0.52 2.53 0.78
O -0.39 2.32 -0.11
O 0.04 2.22 1.95
H 4.74 3.78 2.09
H 2.48 2.92 2.58
H 1.46 3.24 -1.59
H 3.73 4.12 -2.07
C -2.17 -3.63 -4.16
C -2.41 -3.67 -2.79
C -1.67 -2.85 -1.94
C -0.69 -1.99 -2.44
C -0.48 -1.96 -3.82
C -1.21 -2.78 -4.68
Sb 0.53 -0.71 -1.31
C -1.08 -0.34 0.14
C -2.37 0.02 -0.30
C -3.42 0.23 0.60
C -3.20 0.12 1.97
C -1.92 -0.16 2.45
C -0.88 -0.37 1.54
C 1.50 -2.08 -0.04
C 2.89 -1.95 0.05
C 3.63 -2.81 0.85
C 3.00 -3.80 1.57
C 1.62 -3.95 1.50
C 0.88 -3.09 0.70
H -2.74 -4.28 -4.82
H -3.16 -4.34 -2.39
H -1.87 -2.91 -0.88
H 0.26 -1.30 -4.25
H -1.03 -2.76 -5.74
H -2.56 0.12 -1.36
H -4.40 0.48 0.23
H -4.02 0.27 2.67
H -1.72 -0.19 3.51
H 0.12 -0.55 1.92
H 3.40 -1.17 -0.51
H 4.71 -2.70 0.89
H 3.58 -4.47 2.19
H 1.13 -4.73 2.05
H -0.19 -3.24 0.64
*
```

Properties
- HOMO (spin up / spin down) (hartree) = -0.4943 / -0.4943
- max |F| (eV/Å) = 2.92
- orbital gap (spin up / spin down) (eV) = 5.74 / 5.74
- LUMO level (spin up / spin down) (hartree) = -0.2833 / -0.2833
- molar mass (g mol⁻¹) = 922.86
- calculated total energy (eV) = -93539.932

2.
Here is 9 unconnected molecules or ions with the total composition C7H28O8 at a distorted geometry from the OMol25 dataset. Energies are from ωB97M-V with the def2-TZVPD basis set.

Geometry as ORCA input:
```
! RIJCOSX wB97M-V def2-TZVPD def2/J DEFGRID3
* xyz 0 1
C -2.08 -0.19 -1.42
C -1.36 -1.32 -1.07
C -0.01 -1.59 -1.54
C 1.09 -0.90 -1.14
C 2.56 -1.19 -1.46
C -1.92 -2.35 -0.10
C -2.32 -1.72 1.28
H -3.16 -0.19 -1.34
H -1.55 0.70 -1.87
H 0.04 -2.47 -2.13
H 1.03 0.03 -0.65
H 3.05 -1.68 -0.59
H 2.71 -2.00 -2.25
H 3.09 -0.23 -1.77
H -1.30 -3.23 0.20
H -2.78 -2.91 -0.55
H -3.40 -1.51 1.28
H -1.68 -0.84 1.43
H -2.14 -2.42 2.06
O 0.74 2.70 -0.28
H 0.16 2.20 0.37
H 0.34 3.56 -0.26
O -3.52 1.00 0.72
H -2.89 0.47 1.12
H -3.58 0.69 -0.18
O 2.08 -2.90 1.33
H 1.20 -2.53 1.41
H 2.56 -2.27 1.88
O 3.13 1.76 0.27
H 2.72 2.54 -0.08
H 3.16 1.12 -0.42
O -2.00 2.90 -0.16
H -2.94 2.65 -0.10
H -1.62 2.24 0.38
O 2.54 -0.33 2.04
H 2.75 0.28 1.28
H 3.14 0.15 2.63
O 0.34 1.27 2.21
H 0.95 1.56 2.88
H 0.64 0.47 1.81
O -0.03 2.10 -2.87
H 0.84 2.27 -2.29
H -0.55 2.12 -2.07
*
```

Properties
- HOMO (hartree) = -0.3323
- max |F| (eV/Å) = 3.98
- orbital gap (eV) = 9.18
- LUMO level (hartree) = 0.0050
- molar mass (g mol⁻¹) = 240.29
- SMILES = C=C(/C=C/C)CC.O.O.O.O.O.O.O.O
- relative energy (zero: lowest compared OMol25 entry of this formula, charge and spin) (kJ/mol) = 357.9
- calculated total energy (eV) = -24090.413

3.
Here is a molecular structure, C59H54Br2F5Ge2NOPdS4 at a distorted geometry from the OMol25 dataset. Energies are from ωB97M-V with the def2-TZVPD basis set.

Geometry as ORCA input:
```
! RIJCOSX wB97M-V def2-TZVPD def2/J DEFGRID3
* xyz -2 1
Pd 1.36 -1.47 1.89
C -4.59 0.72 5.18
C -3.67 1.55 4.33
C -2.41 1.91 4.78
C -1.53 2.65 4.00
C -0.20 3.06 4.55
C -1.92 3.02 2.70
C -3.20 2.70 2.24
C -3.66 3.08 0.85
C -4.06 1.97 3.06
C -0.99 3.84 1.87
C -1.06 5.22 2.04
C -0.25 6.07 1.30
C 0.62 5.53 0.37
C 0.70 4.15 0.18
C -0.11 3.28 0.93
Ge 0.19 1.31 0.84
S 1.67 0.85 2.36
S -1.72 0.12 0.87
Ge -0.58 -1.25 -0.56
S 0.47 -2.96 0.25
S 0.62 0.55 -1.27
C -1.93 -1.78 -1.96
C -1.58 -1.71 -3.32
C -2.54 -1.96 -4.31
C -3.83 -2.31 -3.97
C -4.16 -2.45 -2.63
C -3.23 -2.21 -1.63
C -3.65 -2.48 -0.22
C -4.47 -1.57 0.46
C -4.94 -0.30 -0.19
C -4.85 -1.85 1.76
C -4.44 -3.00 2.41
C -4.74 -3.23 3.87
C -3.70 -3.93 1.69
C -3.31 -3.69 0.38
C -2.59 -4.77 -0.39
C -0.18 -1.48 -3.80
C 0.19 -0.27 -4.39
C -0.74 0.91 -4.46
C 1.48 -0.14 -4.90
C 2.40 -1.17 -4.84
C 3.79 -1.02 -5.39
C 2.01 -2.36 -4.25
C 0.73 -2.55 -3.75
C 0.33 -3.89 -3.19
C 1.68 3.68 -0.85
C 3.01 3.40 -0.52
C 3.54 3.51 0.88
C 3.88 3.01 -1.53
C 3.49 2.93 -2.85
C 4.47 2.55 -3.93
C 2.17 3.23 -3.17
C 1.25 3.59 -2.19
C -0.19 3.83 -2.55
H -4.18 0.58 6.18
H -4.72 -0.27 4.74
H -5.57 1.18 5.27
H -2.08 1.58 5.76
H -0.07 2.67 5.56
H -0.11 4.15 4.58
H 0.62 2.67 3.94
H -3.06 3.88 0.43
H -4.70 3.41 0.87
H -3.58 2.22 0.18
H -5.05 1.72 2.70
H -1.75 5.62 2.77
H -0.31 7.14 1.44
H 1.26 6.18 -0.22
H -2.25 -1.89 -5.35
H -4.57 -2.49 -4.74
H -5.16 -2.77 -2.34
H -4.29 0.01 -1.01
H -4.96 0.51 0.54
H -5.96 -0.42 -0.59
H -5.45 -1.11 2.30
H -5.55 -2.60 4.21
H -3.85 -3.00 4.46
H -5.00 -4.28 4.06
H -3.38 -4.85 2.17
H -2.24 -5.56 0.28
H -1.71 -4.37 -0.91
H -3.25 -5.21 -1.14
H -1.66 0.75 -3.89
H -1.02 1.13 -5.50
H -0.25 1.79 -4.04
H 1.76 0.81 -5.36
H 3.90 -0.09 -5.95
H 4.04 -1.85 -6.06
H 4.53 -1.02 -4.59
H 2.71 -3.19 -4.20
H 1.04 -4.66 -3.52
H -0.67 -4.17 -3.51
H 0.35 -3.87 -2.10
H 2.82 4.00 1.55
H 4.47 4.09 0.89
H 3.74 2.53 1.30
H 4.91 2.77 -1.27
H 5.36 2.09 -3.51
H 4.78 3.42 -4.51
H 4.02 1.84 -4.63
H 1.83 3.16 -4.20
H -0.33 3.79 -3.63
H -0.53 4.81 -2.19
H -0.82 3.07 -2.09
Br 5.45 -3.95 4.96
C 5.57 -3.19 3.22
C 6.80 -3.21 2.57
C 6.95 -2.68 1.32
Br 8.67 -2.74 0.49
C 5.84 -2.09 0.65
C 5.90 -1.52 -0.64
C 4.77 -0.99 -1.20
C 3.57 -1.01 -0.47
N 3.49 -1.53 0.74
C 4.59 -2.07 1.31
C 4.39 -2.63 2.66
O 3.29 -2.59 3.21
H 7.65 -3.65 3.07
H 6.84 -1.52 -1.17
H 4.79 -0.55 -2.18
H 2.67 -0.60 -0.89
F -0.61 -0.58 3.77
C -0.12 -1.70 3.17
F -1.23 -2.35 2.69
C 0.33 -2.59 4.36
F -0.72 -2.81 5.19
F 0.75 -3.79 3.96
F 1.27 -2.00 5.09
*
```

Properties
- HOMO (hartree) = -0.0777
- max |F| (eV/Å) = 1.13
- orbital gap (eV) = 5.96
- LUMO level (hartree) = 0.1412
- molar mass (g mol⁻¹) = 1427.79
- relative energy (zero: lowest compared OMol25 entry of this formula, charge and spin) (kJ/mol) = 0.0
- calculated total energy (eV) = -379133.993

4.
Here is a molecular structure, C28H56O6S5Si2 at a distorted geometry from the OMol25 dataset. Energies are from ωB97M-V with the def2-TZVPD basis set.

Geometry as ORCA input:
```
! RIJCOSX wB97M-V def2-TZVPD def2/J DEFGRID3
* xyz 0 1
C -1.28 -7.44 0.96
C -2.36 -6.63 1.95
C -1.85 -5.06 2.04
C -2.38 -4.26 3.37
C -3.83 -4.94 3.84
Si -2.83 -2.38 3.02
O -1.47 -1.28 3.23
Si -0.10 -1.69 2.22
C 1.27 -2.74 3.08
C 2.21 -3.36 1.84
C 3.22 -2.32 1.00
C 4.16 -2.84 -0.28
C 4.11 -4.44 -0.79
C 3.12 -5.45 0.08
C 2.20 -4.92 1.35
C -3.80 -2.18 1.37
C -5.37 -2.75 1.35
C -6.26 -2.60 -0.03
C -5.71 -1.94 -1.45
C -4.17 -1.37 -1.42
C -3.27 -1.48 -0.02
H -1.41 -8.60 1.01
H -1.53 -7.04 -0.14
H -0.20 -7.06 1.25
H -3.44 -6.67 1.45
H -2.37 -7.19 2.98
H -0.66 -5.11 2.11
H -2.17 -4.54 1.04
H -1.67 -4.34 4.31
H -4.43 -4.19 4.54
H -4.49 -5.08 2.86
H -3.69 -5.95 4.43
H -3.79 -2.04 4.10
H 0.51 -0.41 1.80
H -0.60 -2.31 0.99
H 2.00 -2.00 3.66
H 0.88 -3.58 3.80
H 3.30 -1.16 1.26
H 4.85 -2.08 -0.87
H 4.74 -4.83 -1.72
H 3.01 -6.60 -0.21
H 1.50 -5.69 1.90
H -5.88 -3.27 2.29
H -7.37 -3.00 -0.04
H -6.34 -1.84 -2.43
H -3.65 -0.87 -2.38
H -2.20 -1.02 -0.07
C 6.54 2.01 -2.11
S 5.70 0.78 -1.09
O 5.56 -0.47 -1.91
C 4.09 1.60 -1.07
H 7.56 1.68 -2.28
H 6.02 2.11 -3.07
H 6.55 2.97 -1.59
H 3.72 1.73 -2.09
H 4.18 2.57 -0.58
H 3.39 0.98 -0.51
C 6.84 6.90 -0.79
S 6.00 5.67 0.23
O 5.86 4.42 -0.59
C 4.39 6.49 0.24
H 7.86 6.57 -0.97
H 6.32 7.00 -1.75
H 6.85 7.86 -0.27
H 4.02 6.62 -0.78
H 4.48 7.46 0.73
H 3.69 5.87 0.81
C 3.45 -1.71 -4.27
S 4.01 -0.13 -4.97
O 3.47 0.96 -4.09
C 2.99 -0.20 -6.45
H 3.94 -1.86 -3.31
H 2.37 -1.69 -4.13
H 3.72 -2.52 -4.95
H 1.93 -0.27 -6.18
H 3.27 -1.06 -7.06
H 3.15 0.71 -7.03
C -4.65 1.96 1.84
S -4.09 3.53 1.14
O -4.63 4.63 2.02
C -5.11 3.47 -0.34
H -4.16 1.81 2.80
H -5.73 1.98 1.98
H -4.38 1.14 1.16
H -6.17 3.40 -0.07
H -4.83 2.60 -0.95
H -4.95 4.38 -0.92
C -2.34 8.16 0.59
S -3.04 6.67 -0.15
O -2.29 6.40 -1.42
C -4.63 7.40 -0.60
H -1.32 7.94 0.91
H -2.32 8.97 -0.15
H -2.93 8.46 1.46
H -4.47 8.25 -1.26
H -5.15 7.72 0.31
H -5.22 6.64 -1.11
*
```

Properties
- HOMO (hartree) = -0.2970
- max |F| (eV/Å) = 5.73
- orbital gap (eV) = 7.84
- LUMO level (hartree) = -0.0088
- molar mass (g mol⁻¹) = 705.26
- calculated total energy (eV) = -112140.830

5.
Here is a gas-phase ion, C7H7N2O2S (charge +1) at a distorted geometry from the OMol25 dataset. Energies are from ωB97M-V with the def2-TZVPD basis set.

Geometry as ORCA input:
```
! RIJCOSX wB97M-V def2-TZVPD def2/J DEFGRID3
* xyz 1 1
C -1.92 3.27 0.06
C 1.56 -1.63 1.62
C 2.09 -0.33 1.46
C 0.51 -2.03 0.82
C 1.53 0.52 0.59
C -0.15 -1.17 -0.03
C 0.45 0.14 -0.20
N -1.43 3.20 -0.97
N -1.34 -1.54 -0.74
O -0.15 1.13 -1.10
O -1.93 1.35 -2.91
S -0.75 1.89 -2.34
H -2.40 2.95 0.96
H 2.14 -2.46 2.16
H 3.17 -0.23 1.81
H 0.03 -3.01 0.77
H 2.05 1.49 0.34
H -1.78 -2.47 -0.71
H -1.68 -1.08 -1.60
*
```

Properties
- HOMO (spin up / spin down) (hartree) = -0.4349 / -0.4349
- max |F| (eV/Å) = 3.77
- orbital gap (spin up / spin down) (eV) = 6.10 / 6.10
- LUMO level (spin up / spin down) (hartree) = -0.2106 / -0.2106
- molar mass (g mol⁻¹) = 183.21
- relative energy (zero: lowest compared OMol25 entry of this formula, charge and spin) (kJ/mol) = 237.8
- calculated total energy (eV) = -25271.746

6.
Here is a single C4H7NO molecule from the OMol25 dataset. Energies are from ωB97M-V with the def2-TZVPD basis set.

Geometry as ORCA input:
```
! RIJCOSX wB97M-V def2-TZVPD def2/J DEFGRID3
* xyz 0 1
O 2.24 -0.75 0.20
N 1.44 0.36 0.35
C 0.24 0.15 -0.05
C -0.28 -1.16 -0.57
C -1.38 1.04 1.30
C -0.68 1.38 0.04
H 3.08 -0.46 0.57
H -0.12 -1.23 -1.65
H 0.26 -1.99 -0.10
H -2.11 0.24 1.01
H -1.35 -1.26 -0.38
H -1.29 1.42 -0.87
H -0.05 2.27 0.13
*
```

Properties
- HOMO (spin up / spin down) (hartree) = -0.3239 / -0.3239
- max |F| (eV/Å) = 0.62
- orbital gap (spin up / spin down) (eV) = 8.32 / 8.32
- LUMO level (spin up / spin down) (hartree) = -0.0180 / -0.0181
- molar mass (g mol⁻¹) = 85.11
- relative energy (zero: lowest compared OMol25 entry of this formula, charge and spin) (kJ/mol) = 601.3
- calculated total energy (eV) = -7793.413